The following is a DFT calculation (ωB97M-V/def2-TZVPD) of a structure of composition C25H26BrIIrNO10P at a distorted geometry.

Element x y z (Å)
Ir 0.04 0.54 1.11
I 1.88 -0.19 -2.14
Br 5.10 -0.36 -2.69
P 2.17 0.75 1.97
O 2.41 0.03 3.35
O -0.27 1.15 -1.07
O -0.89 1.66 3.09
O -2.66 -3.42 -3.15
O -2.83 2.25 4.03
O 0.16 -1.21 -0.03
O 2.49 2.26 2.11
O 3.40 0.19 1.16
O -0.95 -0.97 2.35
O -1.78 0.47 -2.60
N -2.05 1.28 0.76
C -2.73 -3.43 0.41
C -1.72 -2.50 0.74
C -2.26 -3.15 -1.92
C -1.21 -2.30 -1.60
C 4.90 2.01 -4.26
C -1.48 0.88 -1.50
C 3.62 -1.23 0.98
C -2.10 1.83 3.02
C -2.18 -2.77 3.22
C -3.89 1.29 -0.72
C 2.13 2.31 -3.86
C 4.20 3.07 -4.83
C -0.91 -1.97 -0.28
C -2.04 -2.75 -4.25
C -2.84 1.61 1.77
C 1.41 -0.20 4.37
C -2.54 1.14 -0.46
C -1.56 -2.03 2.07
C 2.83 3.22 -4.63
C -4.20 1.78 1.61
C 4.22 1.10 -3.49
C 3.76 2.74 2.63
C -2.99 -3.76 -0.88
C -4.73 1.59 0.33
C 2.83 1.24 -3.29
H -2.63 -3.03 -5.12
H 4.74 3.78 -5.44
H 0.44 -0.42 3.94
H 3.68 -1.73 1.94
H 3.96 2.30 3.61
H -5.79 1.71 0.16
H -1.72 -2.43 4.15
H -2.06 -3.84 3.12
H 2.30 4.05 -5.08
H -2.08 -1.67 -4.11
H 1.34 0.67 5.03
H 1.75 -1.06 4.95
H -0.59 -1.86 -2.37
H -3.78 -4.45 -1.15
H -4.82 2.06 2.45
H -3.34 -3.87 1.19
H 2.81 -1.67 0.38
H 3.66 3.82 2.72
H 5.97 1.89 -4.42
H -2.30 2.43 4.82
H -1.01 -3.08 -4.39
H 4.56 -1.32 0.45
H 1.06 2.42 -3.71
H -3.25 -2.53 3.28
H 4.57 2.49 1.94
H -4.25 1.16 -1.74

**ΔE to the lowest compared entry with this formula, charge and spin**: 77.6 kcal per mole
**Spin multiplicity**: 2
**Expectation value of S²**: 0.76
**Net charge**: +2
**Orbital gap (alpha / beta)**: 0.24836 / 0.18613 hartree
**Total energy**: -5092.2664 Ha
**E_HOMO (alpha / beta)**: -13.7 / -13.7 eV
**Lowest unoccupied orbital energy (alpha / beta)**: -0.255 / -0.317 Ha
**Molar mass**: 930.48 g/mol